(1)
Molecular formula: C3H4N2O
Method: DFT, ωB97M-V/def2-TZVPD

Last column: Mulliken charge in e.
Cartesian coordinates (Å):
C: 0.95 0.71 0.59  -0.4733
C: -1.47 -1.07 0.57  -0.2552
C: 0.44 1.53 1.30  0.2210
N: -1.20 -2.22 -1.65  -0.5431
N: -1.41 -1.65 -0.43  0.2644
O: -0.06 2.69 1.71  -0.4664
H: 1.46 -0.19 0.39  0.3719
H: -0.18 -2.19 -1.77  0.2598
H: -1.56 -3.18 -1.70  0.2757
H: -0.99 2.66 1.50  0.3452

Properties
Gap between HOMO and LUMO, eV: 10.078
Energy, hartree: -301.27346
Energy relative to the best compared isomer or geometry (same formula, charge and spin), kcal per mole: 134.1
Max |F|, eV Å⁻¹: 1.65
LUMO level, eV: 0.647
Charge: 0

***

(2)
Molecular formula: C4H7FN2
Method: DFT, ωB97M-V/def2-TZVPD

Last column: Mulliken charge in e.
Cartesian coordinates (Å):
C: 1.89 -0.49 0.29  -0.2791
C: 0.62 0.24 -0.05  0.7949
C: 0.61 1.57 -0.28  -1.1424
C: -1.82 -0.22 0.02  0.0901
H: 1.96 -0.68 1.33  0.2175
H: 2.77 0.09 -0.05  0.2921
H: 1.54 2.12 -0.30  0.2530
H: -0.31 2.12 -0.47  0.2236
H: -0.30 -1.60 -0.12  0.3007
H: -1.95 0.88 0.20  0.1905
H: -3.66 -0.61 -0.05  0.2520
N: -0.49 -0.60 0.01  -0.2409
N: -2.75 -1.08 -0.14  -0.6406
F: 1.89 -1.73 -0.39  -0.3114

Properties
Gap between HOMO and LUMO, eV: 9.603
SMILES string: [H]/N=C/NC(=C)CF
Energy, hartree: -365.96293
Energy relative to the best compared isomer or geometry (same formula, charge and spin), kcal per mole: 9.8
Max |F|, eV Å⁻¹: 1.65
LUMO level, eV: 0.917
Charge: 0

***

(3)
Molecular formula: C14H30N2PS2
Method: DFT, ωB97M-V/def2-TZVPD

Last column: Mulliken charge in e.
Cartesian coordinates (Å):
C: 3.52 6.17 4.55  -1.8340
C: 2.59 5.88 5.72  1.3889
C: 2.81 4.44 6.18  -1.4539
C: 2.88 6.83 6.88  -1.8122
N: 1.19 6.10 5.31  0.1278
C: 0.76 5.74 3.95  -0.4034
C: -0.76 5.77 3.94  -0.3366
N: -1.20 6.10 5.31  0.1485
C: -2.60 5.86 5.71  1.3563
C: -3.53 6.17 4.54  -1.8228
C: -2.89 6.79 6.89  -1.8081
C: -2.80 4.41 6.14  -1.4488
P: 0.00 5.72 6.42  -0.3277
H: 0.00 4.23 6.77  -0.1635
H: 3.40 7.21 4.19  0.4077
H: 4.56 6.08 4.92  0.4648
H: 3.40 5.44 3.73  0.3429
H: 2.22 4.20 7.07  0.4340
H: 2.52 3.73 5.39  0.2391
H: 3.86 4.29 6.44  0.4708
H: 2.23 6.66 7.74  0.3970
H: 3.91 6.71 7.21  0.4438
H: 2.74 7.87 6.56  0.4242
H: 1.16 6.48 3.25  0.2861
H: 1.14 4.73 3.69  0.2416
H: -1.13 6.54 3.25  0.2886
H: -1.16 4.78 3.65  0.2374
H: -3.39 5.46 3.70  0.3441
H: -4.56 6.06 4.90  0.4623
H: -3.41 7.21 4.20  0.4075
H: -2.24 6.61 7.75  0.3976
H: -2.76 7.83 6.59  0.4217
H: -3.93 6.66 7.21  0.4428
H: -2.22 4.16 7.03  0.4334
H: -3.86 4.25 6.38  0.4679
H: -2.49 3.72 5.35  0.2413
C: 0.00 -1.54 6.21  -0.5114
C: -1.25 -0.95 6.85  -0.6776
S: -1.46 0.85 6.59  0.1040
C: 0.00 1.57 7.02  -0.0204
S: 1.46 0.85 6.59  0.1035
C: 1.24 -0.95 6.85  -0.6779
H: 0.00 -2.63 6.40  0.3307
H: 0.00 -1.37 5.12  0.3231
H: -2.14 -1.40 6.40  0.3532
H: -1.26 -1.12 7.94  0.4079
H: 0.00 2.44 7.67  0.5980
H: 1.26 -1.12 7.94  0.4069
H: 2.14 -1.39 6.39  0.3529

Properties
Gap between HOMO and LUMO, eV: 4.231
Energy, hartree: -1798.36555
Max |F|, eV Å⁻¹: 2.18
LUMO level, eV: -6.095
Charge: +1

***

Q: The highest max |F| belongs to which entry?
A: C14H30N2PS2

***

Q: The lowest gap between HOMO and LUMO belongs to which entry?
A: C14H30N2PS2

***

Q: Look up the energy of the first one.
A: -301.27346 hartree

***

Q: Among the records above, which one has the highest LUMO level?
A: C4H7FN2